Below is one molecule with the formula C22H30N4O2, with properties calculated with ωB97M-V/def2-TZVPD.

XYZ file:
```
58
Properties=species:S:1:pos:R:3:forces:R:3:lowdin_charge:R:1
C -4.4628 5.4750 -0.2949 -0.03 -0.04 0.07 -0.05
C -3.0779 4.9067 -0.2687 0.09 0.02 -0.01 -0.28
C -2.7663 3.7512 -0.9773 0.00 0.09 0.03 -0.03
C -1.4964 3.2139 -0.9350 0.12 0.04 0.13 -0.02
C -0.4969 3.8191 -0.1730 -0.48 0.15 -0.06 -0.18
C 0.8392 3.2208 -0.1383 0.54 -0.35 -0.26 -0.22
C 1.7273 3.3685 0.9667 0.43 -0.27 -0.09 0.02
C 2.9273 2.7417 0.9317 -0.27 0.21 0.10 0.05
C 3.2996 1.9199 -0.1920 -0.14 0.05 -0.12 -0.42
O 4.3326 1.2658 -0.2937 0.31 0.02 0.11 0.02
N 2.3552 1.9031 -1.2080 0.54 0.09 0.46 -0.04
C 2.6057 1.1150 -2.3983 -0.03 -0.47 -0.37 -0.02
C 2.1869 -0.3484 -2.1397 0.47 0.58 -0.20 -0.47
O 1.1629 -0.8074 -2.5965 -0.45 -0.09 -0.19 0.06
N 3.0607 -1.0125 -1.3700 0.47 -0.25 0.26 0.07
C 2.7498 -2.3072 -0.8087 -0.17 -0.07 0.10 -0.17
C 2.4186 -2.2080 0.6839 -0.12 -0.28 -0.16 -0.15
C 1.4767 -3.3429 1.1076 0.15 0.25 0.03 -0.20
N 0.2865 -3.3353 0.2841 0.09 -0.10 0.03 -0.16
C -0.2807 -4.6322 -0.0149 -0.06 -0.25 0.15 -0.19
C -1.1344 -5.2051 1.1219 -0.07 0.12 -0.27 -0.18
C -2.2562 -4.2216 1.4389 0.15 -0.02 0.20 -0.20
C -1.6585 -2.8579 1.7737 0.08 0.03 -0.14 -0.15
C -0.7142 -2.3483 0.6669 -0.22 0.29 0.01 -0.36
C -1.4709 -1.8556 -0.5679 0.19 0.02 0.22 -0.03
N 1.1897 2.5088 -1.1744 -0.93 0.51 0.03 0.17
C -0.8036 4.9797 0.5335 0.12 -0.20 -0.08 -0.03
C -2.0768 5.5127 0.4816 -0.11 -0.01 -0.03 -0.04
H -5.0373 5.0906 0.5489 -0.10 0.02 0.02 0.09
H -4.4394 6.5596 -0.2172 -0.06 0.07 -0.01 0.08
H -4.9801 5.1955 -1.2094 -0.08 0.03 -0.04 0.08
H -3.5307 3.2679 -1.5685 -0.08 -0.05 -0.07 0.11
H -1.2584 2.3165 -1.4843 -0.01 -0.10 -0.06 0.11
H 1.4321 3.9546 1.8233 -0.01 0.04 0.08 0.11
H 3.6384 2.8045 1.7410 0.04 -0.01 0.04 0.12
H 3.6695 1.1703 -2.6381 -0.12 0.05 0.03 0.13
H 1.9909 1.5201 -3.2018 0.11 -0.07 0.16 0.13
H 3.8381 -0.4950 -0.9689 -0.19 0.08 -0.18 0.11
H 1.8665 -2.6793 -1.3335 0.20 -0.01 0.05 0.11
H 3.5899 -2.9859 -0.9765 -0.06 -0.03 -0.01 0.12
H 3.3263 -2.2368 1.2886 0.02 0.08 0.08 0.11
H 1.9289 -1.2488 0.8637 0.02 0.05 0.03 0.10
H 1.2613 -3.2439 2.1842 0.04 -0.11 -0.03 0.12
H 1.9921 -4.2948 0.9587 -0.04 -0.05 0.07 0.12
H 0.5347 -5.3166 -0.2622 -0.04 0.04 -0.08 0.12
H -0.9033 -4.5242 -0.9076 -0.01 -0.12 -0.05 0.12
H -1.5431 -6.1732 0.8272 0.03 -0.07 0.03 0.11
H -0.5122 -5.3539 2.0080 0.03 -0.06 0.05 0.11
H -2.9178 -4.1364 0.5747 -0.09 -0.04 -0.03 0.11
H -2.8538 -4.5806 2.2806 -0.06 0.02 -0.07 0.11
H -2.4511 -2.1249 1.9343 0.01 0.06 0.08 0.11
H -1.0927 -2.9443 2.7058 -0.02 0.02 0.06 0.11
H -0.1722 -1.4853 1.0698 -0.02 -0.07 -0.04 0.13
H -2.0782 -0.9917 -0.3069 -0.15 0.08 0.01 0.08
H -0.7587 -1.5657 -1.3364 0.03 0.03 -0.08 0.06
H -2.1234 -2.6224 -0.9735 -0.14 -0.09 -0.09 0.07
H -0.0415 5.4872 1.1066 0.08 0.04 0.07 0.11
H -2.2978 6.4175 1.0299 -0.02 0.10 0.04 0.11
```
Positions in Å, forces in eV/Å.

**SMILES string**: Cc1ccc(-c2ccc(=O)n(CC(=O)NCCCN3CCCC[C@@H]3C)n2)cc1
**HOMO-LUMO gap**: 7.8 eV
**E_HOMO**: -7.89 eV
**DFT total energy**: -33356.9044 eV
**ΔE to the lowest compared entry with this formula, charge and spin**: 2.292 eV

Below is one molecule with the formula C22H30N4O4, with properties calculated with ωB97M-V/def2-TZVPD.

XYZ file:
```
60
Properties=species:S:1:pos:R:3:forces:R:3:lowdin_charge:R:1
C -3.5150 0.6556 5.6912 0.01 -0.01 -0.20 -0.07
C -3.3340 0.5336 4.1802 -0.25 0.20 0.26 -0.19
N -2.0417 1.0170 3.7214 -0.05 0.07 -0.06 -0.05
C -1.0337 0.0395 3.3794 0.30 -0.38 -0.02 -0.21
C -0.6388 -0.8344 4.5681 -0.05 0.19 -0.21 -0.07
C -1.9022 2.3472 3.5952 0.00 -0.13 0.05 -0.40
O -2.7301 3.1458 4.0149 -0.12 0.22 0.08 0.06
C -0.6874 2.8854 2.9310 0.10 -0.09 -0.67 -0.09
N -0.0255 3.9407 3.4911 -0.12 -0.15 0.04 0.14
C 0.9293 4.3329 2.6168 0.10 0.10 0.03 -0.16
N 0.9137 3.6142 1.5333 0.19 0.05 -0.31 0.12
C -0.0984 2.7082 1.6907 -0.23 0.23 0.97 -0.15
C -0.4518 1.7675 0.6137 0.04 0.08 -0.30 -0.42
O -1.4056 1.0090 0.6564 -0.11 -0.11 0.10 0.08
N 0.3772 1.8702 -0.4502 0.18 0.03 -0.28 0.12
C 0.3214 0.9352 -1.5405 -0.06 -0.10 0.14 -0.20
C 0.8152 1.5873 -2.8426 -0.16 -0.14 0.15 -0.08
C 0.7989 0.6085 -3.9824 0.12 0.14 -0.19 -0.24
C -0.4075 0.1523 -4.4996 0.06 0.04 -0.05 -0.04
C -0.4283 -0.7790 -5.5212 -0.11 0.00 0.00 -0.08
C 0.7588 -1.2643 -6.0444 0.07 -0.08 -0.07 -0.10
C 1.9653 -0.8080 -5.5431 0.05 -0.07 -0.08 -0.09
C 1.9836 0.1211 -4.5167 -0.07 0.09 0.01 -0.05
C 1.1773 -0.2997 -1.2205 -0.23 0.48 0.22 -0.44
O 2.1290 -0.2672 -0.4829 0.11 -0.05 -0.01 0.12
O 0.7052 -1.3492 -1.8655 -0.25 -0.29 -0.15 0.04
C 1.3166 -2.6621 -1.7532 0.32 -0.58 0.09 -0.55
C 1.2169 -3.1497 -0.3087 -0.01 0.29 -0.17 -0.02
C 2.7685 -2.6162 -2.2239 -0.20 0.20 0.09 -0.01
C 0.4776 -3.5344 -2.6858 0.13 0.38 0.20 -0.01
H -2.7620 0.0869 6.2300 0.06 -0.08 0.07 0.06
H -4.4983 0.2864 5.9707 -0.11 -0.05 0.09 0.07
H -3.4419 1.7004 5.9795 -0.01 0.05 0.05 0.07
H -3.4393 -0.5029 3.8564 0.03 0.04 -0.05 0.12
H -4.1029 1.1372 3.6893 0.06 -0.15 -0.02 0.13
H -0.1497 0.5657 3.0208 -0.13 -0.12 -0.01 0.11
H -1.4064 -0.5821 2.5590 0.09 0.10 0.04 0.12
H -1.4673 -1.4539 4.9000 -0.07 -0.09 0.09 0.07
H 0.1784 -1.4878 4.2736 0.07 -0.11 -0.01 0.07
H -0.3051 -0.2173 5.3994 0.04 0.02 0.12 0.08
H -0.2697 4.3562 4.3765 0.00 0.01 -0.08 0.17
H 1.6139 5.1346 2.8089 0.10 0.18 0.13 0.12
H 1.2075 2.4320 -0.3246 -0.05 0.00 0.02 0.13
H -0.7168 0.6028 -1.6417 0.19 0.05 -0.04 0.16
H 0.1658 2.4376 -3.0629 0.06 0.01 0.06 0.13
H 1.8296 1.9591 -2.6814 0.00 0.06 -0.03 0.13
H -1.3361 0.5292 -4.0970 -0.13 0.04 0.06 0.12
H -1.3728 -1.1294 -5.9110 -0.08 -0.02 -0.03 0.10
H 0.7435 -1.9937 -6.8410 0.00 -0.05 -0.07 0.10
H 2.8954 -1.1786 -5.9503 0.07 -0.02 -0.03 0.10
H 2.9293 0.4686 -4.1243 0.09 0.04 0.06 0.12
H 1.8193 -2.5223 0.3429 0.04 -0.02 0.06 0.08
H 1.5726 -4.1740 -0.2410 0.02 -0.13 -0.02 0.09
H 0.1826 -3.1104 0.0259 -0.11 -0.05 0.04 0.09
H 3.1877 -3.6185 -2.2062 0.02 -0.14 -0.02 0.09
H 3.3585 -1.9765 -1.5735 0.07 -0.02 0.01 0.08
H 2.8150 -2.2295 -3.2394 0.03 -0.03 -0.09 0.07
H 0.8570 -4.5519 -2.6881 0.06 -0.12 0.02 0.09
H 0.5158 -3.1340 -3.6957 0.01 0.02 -0.13 0.07
H -0.5579 -3.5403 -2.3570 -0.14 -0.04 0.04 0.09
```
Positions in Å, forces in eV/Å.

**SMILES string**: CCN(CC)C(=O)c1[nH]cnc1C(=O)N[C@@H](Cc1ccccc1)C(=O)OC(C)(C)C
**HOMO-LUMO gap**: 9.8 eV
**E_HOMO**: -9.06 eV
**DFT total energy**: -37453.7071 eV
**ΔE to the lowest compared entry with this formula, charge and spin**: 1.034 eV

Below is a 2-piece molecular cluster, C22H30N4O6S overall, with properties calculated with ωB97M-V/def2-TZVPD.

XYZ file:
```
63
Properties=species:S:1:pos:R:3:forces:R:3:lowdin_charge:R:1
C 0.2683 -0.8020 -1.2098 0.01 0.00 -0.06 -0.08
C -0.2272 -0.4767 -2.5792 -1.49 2.08 -0.07 -0.64
N -0.9805 0.5707 -2.8074 1.19 -1.40 -0.12 0.08
C -1.3652 0.6522 -4.2317 0.11 -0.60 0.37 -0.29
C -2.7813 0.0778 -4.3834 0.50 0.51 0.18 -0.29
O -3.7195 1.0010 -3.8208 0.18 -0.07 0.00 -0.02
C -3.1156 -0.2081 -5.8466 -0.59 0.29 0.95 -0.27
O -4.4309 -0.7712 -5.8865 0.15 0.09 -0.09 -0.01
C -2.0533 -1.1637 -6.4080 -0.57 0.39 -0.27 -0.26
C -2.3798 -1.5620 -7.8555 0.38 -0.67 0.62 -0.17
O -1.5596 -2.6581 -8.2814 0.10 0.29 -0.08 -0.06
O -0.7715 -0.5101 -6.3556 0.07 0.00 0.92 -0.08
C -0.3243 -0.1344 -5.0418 -0.72 0.26 -1.16 -0.49
S 0.1825 -1.5016 -3.9443 0.19 -0.27 -0.07 1.02
H 1.3485 -0.9644 -1.2281 -0.09 -0.08 0.02 0.08
H -0.2159 -1.7126 -0.8512 0.12 -0.02 0.07 0.08
H 0.0436 0.0143 -0.5186 -0.06 -0.11 -0.20 0.08
H -1.3659 1.6929 -4.5734 -0.06 -0.11 0.14 0.16
H -2.8423 -0.8664 -3.8307 0.04 -0.10 -0.09 0.16
H -3.3755 1.2791 -2.9500 -0.16 -0.26 -0.53 0.10
H -3.1031 0.7262 -6.4182 0.13 0.04 -0.06 0.17
H -5.0144 -0.1965 -5.3530 0.50 -0.32 -0.30 0.11
H -2.0376 -2.0723 -5.7975 0.05 -0.07 0.12 0.15
H -2.2317 -0.7037 -8.5181 0.29 -0.29 -0.02 0.14
H -3.4288 -1.8642 -7.9338 0.00 0.24 0.27 0.12
H -1.6154 -3.3923 -7.6476 -0.17 0.52 -0.23 0.09
H 0.5479 0.5140 -5.1723 -0.07 -0.32 -0.31 0.13
C 4.8666 0.8948 3.4204 -0.27 0.30 0.23 -0.06
N 4.5965 2.1735 4.0780 0.85 -0.95 -0.65 0.03
C 3.4275 2.6273 4.5426 -0.77 1.14 0.76 -0.46
O 3.3822 3.7315 5.0719 -0.40 -0.27 -0.08 0.05
C 2.1477 1.7821 4.3928 -0.46 -0.11 0.37 -0.20
C 1.4830 2.0507 3.0321 0.11 -0.15 -0.49 -0.08
C 0.3378 1.1490 2.6864 0.35 -0.80 0.09 -0.18
C -0.9659 1.5046 2.6353 0.18 -0.29 0.03 -0.03
N -1.7352 0.4046 2.3077 -1.24 0.18 -0.05 0.08
C -0.9623 -0.7249 2.1488 1.03 0.68 0.24 -0.21
C -1.2658 -2.0608 1.8507 0.48 -0.18 0.03 -0.02
C -0.2199 -2.9960 1.7677 -0.31 1.13 0.20 -0.10
C 1.1091 -2.5837 1.9745 -0.22 1.03 0.16 -0.09
C 1.4027 -1.2381 2.2677 -0.52 -0.43 -0.13 -0.03
C 0.3744 -0.2753 2.3675 0.25 -0.79 -0.04 -0.15
N 1.1936 2.0848 5.4707 1.67 0.60 -1.31 0.12
C 0.4570 1.2512 6.2027 -0.97 -0.97 1.13 -0.55
C 0.6376 -0.2469 6.0678 0.01 0.31 -0.09 0.02
O -0.3490 1.6879 7.0094 -0.12 0.20 0.06 0.03
H 4.5974 0.0656 4.0773 0.05 -0.09 -0.10 0.08
H 5.9313 0.8223 3.1908 -0.19 0.08 0.07 0.09
H 4.3051 0.8214 2.4876 0.06 -0.13 -0.03 0.07
H 5.3730 2.8028 4.2208 -0.19 0.03 0.01 0.15
H 2.4301 0.7332 4.4355 -0.14 -0.19 0.15 0.12
H 2.2316 1.9419 2.2472 0.23 0.15 -0.11 0.12
H 1.1386 3.0861 3.0073 0.09 0.04 0.05 0.13
H -1.3427 2.4998 2.8421 -0.38 -0.36 -0.14 0.14
H -2.7425 0.4331 2.2375 0.27 -0.05 0.01 0.16
H -2.2897 -2.3665 1.6956 -0.10 -0.06 -0.02 0.10
H -0.4361 -4.0327 1.5460 -0.05 0.04 0.01 0.10
H 1.9091 -3.3093 1.9106 0.03 0.05 0.00 0.10
H 2.4258 -0.9356 2.4240 0.25 -0.02 0.02 0.09
H 1.0763 3.0623 5.6950 0.07 0.07 -0.02 0.15
H 0.3708 -0.5596 5.0628 0.14 -0.20 -0.18 0.07
H -0.0179 -0.7428 6.7822 0.07 0.18 -0.05 0.09
H 1.6705 -0.5061 6.2874 0.13 -0.20 -0.12 0.08
```
Positions in Å, forces in eV/Å.

**SMILES string**: CC1=N[C@@H]2[C@@H](O)[C@H](O)[C@@H](CO)O[C@@H]2S1.CNC(=O)[C@H](Cc1c[nH]c2ccccc12)NC(C)=O
**HOMO-LUMO gap**: 8.8 eV
**E_HOMO**: -8.48 eV
**DFT total energy**: -52382.0653 eV
**ΔE to the lowest compared entry with this formula, charge and spin**: 1.710 eV

Which formula does entry 3 have?
C22H30N4O6S

E_HOMO of number 2 (C22H30N4O4)?
-9.06 eV

Look up the DFT total energy of the first one.
-33356.9044 eV

Look up the E_HOMO of the second one.
-9.06 eV